Entry 1:
DFT (ωB97M-V with the def2-TZVPD basis set) results for the ion C4H4IO2 with charge -1 in a non-equilibrium geometry.

Results
Energy above the lowest of the compared OMol25 structures with the same formula, charge and spin ... 0.558 eV
Electronic energy ... -603.00438 hartree
Molar mass ... 210.98 g mol⁻¹
Kohn-Sham gap ... 7.6 eV
SMILES string ... O=C([O-])C1(I)CC1
E_HOMO ... -4.465 eV

Structure (ORCA input):
```
! RIJCOSX wB97M-V def2-TZVPD def2/J DEFGRID3
* xyz -1 1
O -2.5954 -2.6629 0.0096
C -1.4321 -2.2402 -0.0199
O -0.3751 -2.7840 0.0926
C -1.1820 -0.6466 0.0407
I -3.2319 0.4048 -0.0761
C -0.1700 0.1292 -0.7174
C -0.1275 0.0170 0.7630
H -0.5848 0.9116 -1.2932
H 0.5947 -0.3698 -1.0987
H 0.6176 -0.7253 1.0913
H -0.0699 0.9423 1.3925
*
```

natural (NBO) atomic charge list, values in e, 2 entries:
1 O -0.748
2 C 0.760

Entry 2:
DFT (ωB97M-V with the def2-TZVPD basis set) results for a cluster of 2 separate species, C6H10O in total.

Results
Energy above the lowest of the compared OMol25 structures with the same formula, charge and spin ... 1.484 eV
Electronic energy ... -309.78784 hartree
Molar mass ... 98.14 g mol⁻¹
Kohn-Sham gap ... 10.0 eV
SMILES string ... C=CC=C.CC=O
E_HOMO ... -9.080 eV

Structure (ORCA input):
```
! RIJCOSX wB97M-V def2-TZVPD def2/J DEFGRID3
* xyz 0 1
C 1.5718 1.6057 -0.3773
C 1.9095 0.3799 -0.7840
C 1.3744 -0.8691 -0.2085
C 1.0610 -1.0378 1.0808
H 2.0131 2.4923 -0.8243
H 0.8152 1.7674 0.3871
H 2.6196 0.2627 -1.6027
H 1.2554 -1.7104 -0.8944
H 1.2092 -0.2364 1.8060
H 0.6736 -1.9849 1.4586
C -2.3140 -0.4307 0.4881
C -1.6573 0.2914 -0.6642
O -1.5142 1.4917 -0.7063
H -3.3890 -0.5172 0.2760
H -2.1881 0.1467 1.4102
H -1.9096 -1.4421 0.6107
H -1.3308 -0.3486 -1.5134
*
```

natural (NBO) atomic charge list, values in e, 2 entries:
1 C -0.347
2 C -0.249

Entry 3:
DFT (ωB97M-V with the def2-TZVPD basis set) results for the molecule C2H3N3S in a non-equilibrium geometry.

Results
Energy above the lowest of the compared OMol25 structures with the same formula, charge and spin ... 0.000 eV
Electronic energy ... -640.45972 hartree
Molar mass ... 101.13 g mol⁻¹
Kohn-Sham gap ... 9.9 eV
SMILES string ... Sc1ncn[nH]1
E_HOMO ... -9.204 eV

Structure (ORCA input):
```
! RIJCOSX wB97M-V def2-TZVPD def2/J DEFGRID3
* xyz 0 1
S -0.6818 0.7953 2.1001
C -0.1836 0.1976 0.5328
N -0.6361 0.5962 -0.6397
C 0.0789 -0.1796 -1.4994
N 0.9357 -1.0077 -0.9430
N 0.7514 -0.7457 0.3739
H -1.5427 1.6764 1.5795
H -0.0339 -0.0858 -2.5895
H 1.3120 -1.2466 1.0853
*
```

natural (NBO) atomic charge list, values in e, 2 entries:
1 S 0.036
2 C 0.199

Entry 4:
DFT (ωB97M-V with the def2-TZVPD basis set) results for the ion C9H12Cl2NO with charge +1 in a non-equilibrium geometry.

Results
Energy above the lowest of the compared OMol25 structures with the same formula, charge and spin ... 0.469 eV
Electronic energy ... -1400.12479 hartree
Molar mass ... 221.11 g mol⁻¹
Kohn-Sham gap ... 7.8 eV
SMILES string ... CC/[N+](C)=C\C(C=O)=C/C=C(Cl)Cl
E_HOMO ... -13.295 eV

Structure (ORCA input):
```
! RIJCOSX wB97M-V def2-TZVPD def2/J DEFGRID3
* xyz 1 1
C 2.5043 0.3384 0.0505
C 1.0780 0.7480 0.3880
N 0.3025 0.2690 -0.7145
C 0.3566 1.0445 -1.9867
C -0.2826 -0.8776 -0.7031
C -0.9567 -1.5239 0.4042
C -0.8814 -2.9952 0.6849
O -1.1104 -3.5137 1.7075
C -1.5924 -0.7723 1.3717
C -1.4129 0.6852 1.3785
C -1.6816 1.4512 0.2820
Cl -2.7026 0.8330 -0.9568
Cl -1.3127 3.1873 0.2629
H 2.9727 0.9893 -0.5997
H 3.3241 0.2687 0.9478
H 2.6368 -0.7383 -0.2030
H 0.9857 1.8348 0.5047
H 0.7990 0.1888 1.2670
H -0.5126 1.6774 -1.8624
H 1.3636 1.5855 -1.8803
H 0.2526 0.4041 -2.8657
H -0.5497 -1.3718 -1.7575
H -0.4161 -3.5376 -0.0695
H -2.2301 -1.2113 2.1408
H -0.9342 1.0363 2.2088
*
```

natural (NBO) atomic charge list, values in e, 2 entries:
1 C -0.645
2 C -0.256

Entry 5:
DFT (ωB97M-V with the def2-TZVPD basis set) results for the ion C4H12N3 with charge +1 in a non-equilibrium geometry.

Results
Energy above the lowest of the compared OMol25 structures with the same formula, charge and spin ... 2.914 eV
Electronic energy ... -323.57117 hartree
Molar mass ... 102.16 g mol⁻¹
Kohn-Sham gap ... 9.6 eV
SMILES string ... C=[NH+][C@@](C)(N)CN
E_HOMO ... -14.103 eV

Structure (ORCA input):
```
! RIJCOSX wB97M-V def2-TZVPD def2/J DEFGRID3
* xyz 1 1
C -1.5971 1.7168 -0.2290
N -0.4949 1.1124 -0.0010
C -0.2461 -0.2710 -0.1226
C -0.4841 -0.9071 1.2724
N -1.1422 -1.0416 -1.1260
C 1.2743 -0.3874 -0.3672
N 2.0027 0.7642 0.1861
H -1.8473 2.7468 -0.1537
H -2.3755 1.0569 -0.6090
H 0.4582 1.2619 0.5137
H -1.5339 -0.8315 1.5968
H -0.2347 -1.9754 1.2414
H 0.2410 -0.5167 2.0248
H -0.7639 -1.9878 -1.0213
H -1.1074 -0.6859 -2.1376
H 1.4528 -0.6052 -1.3916
H 1.4542 -1.3804 0.1865
H 2.7417 0.5423 0.7910
H 2.2023 1.3887 -0.6538
*
```

natural (NBO) atomic charge list, values in e, 2 entries:
1 C 0.117
2 N -0.453

Entry 6:
DFT (ωB97M-V with the def2-TZVPD basis set) results for the molecule C2H4N4O2 in a non-equilibrium geometry.

Results
Energy above the lowest of the compared OMol25 structures with the same formula, charge and spin ... 4.830 eV
Electronic energy ... -447.92490 hartree
Molar mass ... 116.08 g mol⁻¹
Kohn-Sham gap ... 9.5 eV
SMILES string ... N/N=c1/o[nH]nc1O
E_HOMO ... -9.505 eV

Structure (ORCA input):
```
! RIJCOSX wB97M-V def2-TZVPD def2/J DEFGRID3
* xyz 0 1
N 1.8371 -0.2343 0.0950
N 0.9111 -1.3319 -0.3926
C -0.1859 -0.6749 -0.1998
O -1.3386 -1.2870 -0.0905
N -2.4364 -0.2903 -0.2746
N -1.7423 1.0407 -0.0071
C -0.4573 0.7407 0.0230
O 0.3918 1.8289 -0.3534
H 2.7472 -0.1868 -0.6197
H 1.9654 -0.6321 1.0641
H -2.9590 -0.4038 0.6064
H 1.2668 1.4309 0.1492
*
```

natural (NBO) atomic charge list, values in e, 2 entries:
1 N -0.760
2 N -0.307